# 1
The following is a DFT calculation (ωB97M-V/def2-TZVPD) of a 2-piece molecular cluster, C3H7NO3 overall at a distorted geometry.

```
14
Properties=species:S:1:pos:R:3
C -0.146 0.063 0.399
C 1.206 -0.408 -0.236
C -1.233 -0.904 0.206
H 0.611 1.655 -0.698
H -0.081 1.889 1.489
H 0.107 0.078 1.437
H -2.059 -0.986 1.080
H -0.763 -1.917 -0.027
H -2.163 0.470 -1.070
H 2.785 -0.014 -0.870
N -0.315 1.434 0.034
O 1.861 -1.506 -0.035
O -1.880 -0.465 -1.047
O 2.070 0.612 -0.662
```

For the HOMO energy, the calculation gives -0.3688 hartree. The calculation puts the energy relative to the best compared isomer or geometry (same formula, charge and spin) at 6.069 eV. The charge is 0. As for the calculated total energy: -10852.2990 eV. As for the HOMO-LUMO gap: 9.55 eV. Its lowest unoccupied orbital energy is -0.48 eV.



# 2
The following is a DFT calculation (ωB97M-V/def2-TZVPD) of a 2-piece molecular cluster, C3H7NO3 overall at a distorted geometry.

```
14
Properties=species:S:1:pos:R:3
C 0.053 1.432 1.325
N -0.129 0.119 0.964
C 0.977 -0.651 0.448
C 0.924 -0.837 -1.044
O 0.975 -1.912 -1.580
O 1.084 2.057 1.315
H -0.915 1.913 1.553
H -1.042 -0.004 0.538
H 1.864 -0.053 0.689
H 1.180 -1.584 0.978
H 0.828 0.100 -1.621
H -3.251 -1.026 -1.044
H -2.902 0.159 -1.930
O -2.889 -0.135 -1.010
```

For the HOMO energy, the calculation gives -0.3636 hartree. The calculation puts the energy relative to the best compared isomer or geometry (same formula, charge and spin) at 1.664 eV. The charge is 0. As for the calculated total energy: -10856.7033 eV. As for the HOMO-LUMO gap: 10.31 eV. Its lowest unoccupied orbital energy is 0.41 eV. As for the SMILES: O=CCNC=O.O.



# 3
The following is a DFT calculation (ωB97M-V/def2-TZVPD) of a 2-piece molecular cluster, C3H7NO3S overall at a distorted geometry.

```
15
Properties=species:S:1:pos:R:3
O -0.769 -0.724 2.150
C -1.042 -0.254 1.020
O -2.154 0.058 0.558
C 0.184 -0.249 0.093
C 1.476 -0.324 0.999
S 2.925 0.679 0.722
N 0.374 0.900 -0.807
H 0.042 -1.248 -0.461
H 1.406 -0.432 2.122
H 1.745 -1.403 0.903
H 1.306 0.794 -1.224
H 0.515 1.732 -0.296
H -2.452 0.059 -1.314
H -1.292 0.284 -2.190
O -2.265 0.127 -2.275
```

For the HOMO energy (spin up / spin down), the calculation gives -0.1809 / -0.1810 hartree. The calculation puts the energy relative to the best compared isomer or geometry (same formula, charge and spin) at 0.615 eV. The charge is -1. Its spin multiplicity is 2. As for the calculated total energy: -21692.6635 eV. As for the HOMO-LUMO gap (spin up / spin down): 7.96 / 6.03 eV. Its lowest unoccupied orbital energy (spin up / spin down) is 3.04 / 1.10 eV.



# 4
The following is a DFT calculation (ωB97M-V/def2-TZVPD) of C3H7NO5 as an isolated structure at a distorted geometry.

```
16
Properties=species:S:1:pos:R:3
C -0.131 -0.089 -0.520
C 0.887 -0.026 0.633
C -0.447 1.361 -1.005
N -1.378 -0.632 -0.041
O 0.480 -0.808 -1.570
O 0.518 0.687 1.708
O 0.814 -1.416 1.410
O -0.713 2.251 -0.068
O -0.492 1.590 -2.187
H 0.279 -0.326 -2.390
H 0.486 -0.446 2.215
H 1.630 -1.916 1.253
H -0.503 1.869 0.820
H 1.913 0.097 0.268
H -2.089 -0.597 -0.761
H -1.253 -1.599 0.237
```

For the HOMO energy, the calculation gives -0.3778 hartree. The calculation puts the energy relative to the best compared isomer or geometry (same formula, charge and spin) at 1.938 eV. The charge is 0. As for the calculated total energy: -14950.8605 eV. As for the HOMO-LUMO gap: 10.58 eV. Its lowest unoccupied orbital energy is 0.30 eV.